[1]
16
Properties=species:S:1:pos:R:3 method="wB97M-V/def2-TZVPD" fmax_ev_per_a=3.462 de_lowest_kcal_mol=75.4 e_homo_ev=-9.431 multiplicity=1 e_tot_ev=-11813.1214
C 1.306 -0.865 -1.055
N 0.550 -0.706 0.189
C -0.949 -0.491 0.450
C -1.223 0.868 -0.081
N 1.213 -1.176 1.358
C -2.320 1.549 0.289
C -0.043 1.532 -0.597
O -1.583 -1.031 1.337
N 0.579 2.221 -1.309
H 2.092 -0.670 1.472
H 1.434 -2.165 1.249
H 0.681 -0.608 -1.912
H 2.171 -0.195 -1.032
H 1.683 -1.890 -1.125
H -2.502 2.531 -0.142
H -3.089 1.097 0.908

***

[2]
16
Properties=species:S:1:pos:R:3 method="wB97M-V/def2-TZVPD" fmax_ev_per_a=1.709 de_lowest_kcal_mol=99.1 e_homo_ev=-9.249 multiplicity=1 e_tot_ev=-11812.0907
C -1.522 0.891 -0.993
N -0.793 -1.434 -0.178
C -1.031 -0.738 1.022
C -0.551 0.046 -0.199
N 1.841 0.119 -0.731
C 0.802 0.554 -0.030
C 1.003 -0.629 1.839
O -1.836 -0.687 1.903
N 1.943 -0.727 2.513
H 0.011 -2.051 -0.201
H 1.808 -0.796 -1.158
H 2.728 0.595 -0.637
H 0.908 1.544 0.403
H -1.483 1.930 -0.658
H -1.296 0.860 -2.061
H -2.533 0.523 -0.833

***

[3]
16
Properties=species:S:1:pos:R:3 method="wB97M-V/def2-TZVPD" fmax_ev_per_a=4.747 de_lowest_kcal_mol=80.7 e_homo_ev=-8.738 multiplicity=1 e_tot_ev=-11812.8915
C -4.530 1.021 0.222
C -3.161 0.435 0.216
N -2.033 1.076 0.003
C -1.028 0.161 0.232
C -1.574 -1.060 0.572
N -2.921 -0.877 0.500
C 0.375 0.516 0.297
N 1.179 1.145 0.970
H -5.020 0.865 1.193
H -4.467 2.096 0.024
H -5.160 0.551 -0.547
H -1.132 -2.029 0.787
H -3.643 -1.576 0.678
O 1.423 0.979 -1.299
H 1.956 1.542 -0.194
H 0.727 1.385 -1.827